ORCA calculation (ωB97M-V/def2-TZVPD) on an isolated molecule of C5H9N3O.

HOMO	-8.5	eV
multiplicity	1
Kohn-Sham gap	9.06	eV
energy relative to the best compared isomer or geometry (same formula, charge and spin)	591.54	kJ/mol
energy	-11843.2772	eV
SMILES string	[H]/N=C(\C(=C)O)N(N)C=C

Geometry as XYZ:
```
18
C5H9N3O, DFT ωB97M-V/def2-TZVPD
N -0.135 0.065 -0.508
C -0.094 0.376 0.762
C -0.222 -1.372 1.463
N 0.781 -0.800 -1.111
C -0.048 1.722 -1.271
C -1.154 -1.606 2.379
C 0.437 1.857 -2.492
O 0.748 -2.232 1.134
N -0.451 1.331 1.469
H 1.110 -1.957 0.262
H 0.354 -1.165 -1.958
H 1.627 -0.288 -1.356
H -0.682 1.104 2.429
H -0.433 2.533 -0.667
H -1.943 -0.899 2.579
H -1.118 -2.503 2.983
H 0.797 1.023 -3.086
H 0.426 2.810 -3.010
```

Here are the natural (NBO) charges for atoms 1 to 8, given in e: -0.277 0.459 0.282 -0.648 -0.051 -0.577 -0.471 -0.715